1.
Here is 2 unconnected molecules or ions with the total composition C3H12N2O in a non-equilibrium geometry from the OMol25 dataset. Energies are from wB97M-V/def2-TZVPD.

Atoms and positions in Å:
O: 0.77136 2.90068 -1.17915
N: -0.99122 -0.39832 -1.09488
N: 0.87040 -1.23464 0.63288
C: 0.12140 -1.17388 1.91088
C: 0.60279 1.64930 -0.79315
C: -0.86942 1.10850 -0.91916
H: 1.24056 0.89098 -1.33288
H: -0.26447 -0.17027 2.04051
H: -1.33019 1.59754 -1.78016
H: 0.17921 -0.86594 -0.20436
H: 0.88585 1.49594 0.26781
H: 0.74919 -1.44227 2.75575
H: -1.99353 -0.53123 -1.18892
H: 1.17041 -2.18956 0.44564
H: -1.47038 1.36516 -0.04010
H: -0.74439 -1.83094 1.84581
H: 1.69340 -0.63927 0.67160
H: -0.62098 -0.53178 -2.03814

Values from the calculation:
- ⟨S²⟩ = 0.754
- E_LUMO (alpha / beta) (eV) = -3.237 / -5.517
- total charge = +1
- 2S+1 = 2
- frontier orbital gap (alpha / beta) (Ha) = 0.421 / 0.317
- relative energy (zero: lowest compared OMol25 entry of this formula, charge and spin) (eV) = 0.540

---

2.
Here is 2 unconnected molecules or ions with the total composition C35H16BF15O2 in a non-equilibrium geometry from the OMol25 dataset. Energies are from wB97M-V/def2-TZVPD.

Atoms and positions in Å:
F: -4.07972 3.71100 -2.52927
F: 0.63386 -0.29268 -6.16195
F: 3.59777 5.85933 0.88041
F: 1.71351 6.24823 -1.03785
F: -3.63813 3.17047 2.12548
F: 2.04661 1.45454 1.49468
F: -5.06053 4.10692 -0.02287
F: -1.76962 2.52893 -2.94886
F: 2.37549 2.17222 -2.57244
F: -1.68922 -0.38054 -2.06508
F: -1.09229 2.26898 1.77368
F: 2.47865 1.41625 -5.09584
F: 3.75498 3.40274 2.08045
F: -1.33387 -1.32873 -4.54650
F: 0.10427 4.28952 -1.84160
O: 4.64980 -4.61727 1.57730
O: -4.89913 -3.17699 0.98099
C: 5.79459 -3.68366 1.44238
C: 1.06894 2.73755 -0.31282
C: 2.73012 -1.59992 0.96048
C: 1.39776 1.34950 -3.02581
C: -3.15263 3.04165 0.89094
C: 2.90858 3.59933 1.06033
C: 0.50342 0.12460 -4.89163
C: -2.61496 -3.27097 0.06768
C: -2.15151 -0.90447 1.56785
C: -1.43566 2.11816 -0.61208
C: -0.59447 0.01810 -2.76930
C: 1.43364 0.99550 -4.35492
C: -0.50620 -0.37743 -4.08653
C: 2.18845 -4.32743 1.48069
C: -4.62022 -1.20070 2.39023
C: -5.61896 -2.25868 1.87856
C: -3.61676 -2.71497 0.88369
C: 1.03088 4.01272 -0.89118
C: -3.35779 -1.56473 1.67021
C: 3.50549 -3.88209 1.44637
C: 2.85020 4.83011 0.46519
C: -1.91277 2.42608 0.68684
C: 0.33493 0.93344 -2.21230
C: 0.26723 -0.88691 0.83976
C: 1.16204 -3.39625 1.24251
C: -3.40506 3.26689 -1.46135
C: 1.39426 -2.01436 0.95048
C: -2.22317 2.57874 -1.66349
C: 3.75949 -2.48238 1.24604
C: -1.39737 -2.63742 0.02011
C: 2.01734 2.59252 0.70322
C: 1.89641 5.03369 -0.51247
C: -3.89576 3.47310 -0.18437
C: 5.22438 -2.26236 1.28729
C: -1.11389 -1.51958 0.84203
B: 0.03092 1.75973 -0.93099
H: -2.81451 -4.15677 -0.51665
H: 6.44041 -3.76873 2.34261
H: 0.14152 -3.73741 1.37385
H: 3.01569 -0.54750 0.85075
H: 0.51161 -0.23001 1.63631
H: -4.94228 -0.19779 2.12127
H: -0.55928 -3.14894 -0.47044
H: 5.53552 -1.80099 0.34941
H: -6.45218 -1.79423 1.30264
H: 1.94307 -5.37492 1.68366
H: -4.50387 -1.27482 3.45983
H: 6.39529 -3.95909 0.56053
H: 0.15369 -0.21694 0.03787
H: -6.06791 -2.84989 2.69801
H: -1.94474 -0.05405 2.23561
H: 5.47366 -1.62791 2.13036

Values from the calculation:
- SMILES = Fc1c(F)c(F)c(B(c2c(F)c(F)c(F)c(F)c2F)c2c(F)c(F)c(F)c(F)c2F)c(F)c1F.c1cc2c(cc1Cc1ccc3c(c1)CCO3)CCO2
- E_LUMO (eV) = -1.449
- 2S+1 = 1
- frontier orbital gap (Ha) = 0.239

---

3.
Here is a molecular structure, C38H40F10N3OSbW in a non-equilibrium geometry from the OMol25 dataset. Energies are from wB97M-V/def2-TZVPD.

Atoms and positions in Å:
W: 0.33974 -0.11544 1.39375
Sb: -0.31491 0.11725 -1.34099
F: -2.19115 2.80897 2.36880
F: -1.37366 4.75614 2.85945
F: 4.30825 -1.51169 -2.36756
F: 0.54361 5.04847 0.94465
F: 5.69865 2.48867 -0.31363
F: -0.86929 3.61629 0.16409
F: -1.11082 3.08036 4.21061
F: 1.24719 3.17265 0.11936
F: 4.00913 2.08122 1.67125
F: 2.64411 -1.96816 -0.33998
O: 0.20689 1.68912 2.07964
N: 0.44902 -0.70000 3.61386
N: 2.26965 -0.18547 1.71789
N: 0.05310 -2.15561 1.03830
C: -0.32143 -4.69274 0.55736
C: -3.74347 -2.10245 0.49666
C: -0.08543 2.69429 -2.81847
C: -0.11583 -3.27036 0.82943
C: 4.06694 1.17319 0.69030
C: 1.09436 -1.91146 -3.05876
C: -2.64992 -2.67859 -1.66775
C: -2.32349 2.32769 -1.92526
C: 5.04557 0.51687 -1.41596
C: 1.33388 2.23270 -3.03222
C: -3.16054 -0.24913 1.89056
C: 1.35441 3.55759 3.08276
C: 1.66108 0.03036 4.07147
C: -2.19489 0.09955 0.93793
C: 0.65375 -2.14797 3.87146
C: 3.22900 0.06959 0.69847
C: 2.79259 -0.21589 3.09975
C: -0.92214 -1.03892 -4.11354
C: -1.00727 1.92325 -2.10932
C: 3.35068 -0.81970 -0.35919
C: 0.18958 3.07609 2.22891
C: -1.84410 4.31710 -3.17282
C: -2.19288 -0.22885 -4.16181
C: -2.03007 -0.61503 -0.25989
C: 0.27201 3.74940 0.84040
C: -1.58125 -5.24126 1.23926
C: 0.51825 -2.63328 -5.26313
C: 4.23414 -0.60173 -1.39630
C: -2.79500 -1.77411 -0.46974
C: -0.60913 -1.82638 -5.21987
C: -2.74499 3.53284 -2.46302
C: 1.37457 -2.68540 -4.17529
C: -3.93694 -1.36341 1.66501
C: -1.14588 3.44781 2.91819
C: -0.53239 3.90219 -3.34842
C: 4.95115 1.39418 -0.35550
C: -0.72427 -0.26014 4.40966
C: -0.03670 -1.09680 -3.02678
H: -1.51828 -5.14320 2.32161
H: -4.37199 -2.96951 0.32353
H: 1.93101 -0.30099 5.07714
H: -2.68993 -0.15670 -3.19385
H: -1.76294 1.10007 1.03523
H: -1.59542 -0.83600 4.10718
H: -1.28054 -1.80449 -6.07007
H: 1.40295 1.08220 4.11344
H: -1.67221 -6.29710 0.99575
H: -1.60770 -2.93074 -1.87482
H: 1.30968 4.63797 3.20512
H: -2.16589 5.26104 -3.59241
H: 1.80198 1.91597 -2.09149
H: -2.47217 -4.72405 0.88809
H: -3.02672 1.71449 -1.37427
H: 3.27518 -1.18170 3.27138
H: 0.15864 4.52346 -3.90512
H: 2.25735 -3.31059 -4.19285
H: 1.38110 1.39446 -3.73349
H: -0.52794 -0.43608 5.46996
H: -0.90095 0.79883 4.24456
H: 0.72217 -3.22189 -6.14772
H: -3.20637 -3.60200 -1.51309
H: 5.74344 0.69107 -2.22346
H: 0.89893 -2.28930 4.92579
H: 0.57927 -5.20806 0.89817
H: 3.55627 0.54849 3.23154
H: 1.31533 3.10836 4.07062
H: 2.29269 3.30149 2.59769
H: -3.30765 0.37214 2.76461
H: -0.26334 -2.68926 3.65318
H: -2.01519 0.79279 -4.50166
H: 1.77159 -1.94841 -2.22002
H: -2.89130 -0.69243 -4.85736
H: -3.76761 3.85925 -2.32912
H: 1.95482 3.03107 -3.43479
H: -0.36346 -4.80162 -0.52807
H: -3.03881 -2.21531 -2.57478
H: -4.70406 -1.65426 2.37041
H: 1.46464 -2.53336 3.25941

Values from the calculation:
- ⟨S²⟩ = 2.028
- E_LUMO (alpha / beta) (eV) = -6.701 / -6.665
- total charge = +2
- 2S+1 = 3
- frontier orbital gap (alpha / beta) (Ha) = 0.262 / 0.264

---

4.
Here is C3H5NO2 in the gas phase in a non-equilibrium geometry from the OMol25 dataset. Energies are from wB97M-V/def2-TZVPD.

Atoms and positions in Å:
O: 0.73396 1.74477 -0.00843
O: -0.22149 -1.58841 -0.16854
N: 2.00663 -0.15722 0.02437
C: -0.35568 -0.38816 -0.04889
C: -1.73493 0.13879 0.00244
C: 0.85316 0.53193 -0.00701
H: 1.97338 -1.16221 -0.04428
H: -2.05084 0.35581 1.01669
H: -2.16691 -0.86095 -0.20636
H: 2.88392 0.33370 0.02749
H: -1.92120 1.05196 -0.58748

Values from the calculation:
- SMILES = CC(=O)C(N)=O
- E_LUMO (eV) = 0.129
- 2S+1 = 1
- frontier orbital gap (Ha) = 0.367
- relative energy (zero: lowest compared OMol25 entry of this formula, charge and spin) (eV) = 0.543

---

5.
Here is C12H8BrN in the gas phase in a non-equilibrium geometry from the OMol25 dataset. Energies are from wB97M-V/def2-TZVPD.

Atoms and positions in Å:
Br: -3.23415 -0.95970 0.48857
N: -3.17907 2.18634 -1.66482
C: 1.23700 -1.94888 -1.59382
C: -1.48544 -0.35817 0.67421
C: 0.28747 0.91974 1.39440
C: -1.24003 2.08424 -0.11643
C: -0.35314 -0.82768 -0.10314
C: 0.76746 -0.14901 0.44119
C: 2.01088 -0.24957 -0.15597
C: -0.02977 1.99585 0.34350
C: -0.10011 -1.63789 -1.26333
C: -2.28600 2.24989 -0.92523
C: 2.31630 -1.22824 -1.05611
C: -0.93966 0.14201 1.94747
H: 1.12708 1.12030 1.98769
H: 1.31976 -2.63116 -2.42820
H: 0.81865 2.58900 -0.00081
H: 2.85679 0.40112 0.23192
H: -0.98724 -2.10615 -1.76120
H: 3.20116 -1.53043 -1.51951
H: -0.60939 -0.85502 2.52930
H: -1.49853 0.79340 2.55033

Values from the calculation:
- E_LUMO (alpha / beta) (eV) = -1.065 / -1.010
- 2S+1 = 1
- frontier orbital gap (alpha / beta) (Ha) = 0.274 / 0.246
- relative energy (zero: lowest compared OMol25 entry of this formula, charge and spin) (eV) = 3.438

---

Number 1: calculated total energy -8324.3116 eV, molar mass 92.14 g/mol. Number 2: calculated total energy -82084.1163 eV, molar mass 764.29 g/mol. Number 3: calculated total energy -82097.3117 eV, molar mass 1050.34 g/mol. Number 4: calculated total energy -8777.1515 eV, molar mass 87.08 g/mol. Number 5: calculated total energy -84101.3487 eV, molar mass 246.11 g/mol.